Record 1
C26H40AgAsN6O3SSi2 | wB97M-V/def2-TZVPD

Structure (XYZ):
```
80
Properties=species:S:1:pos:R:3:forces:R:3:mulliken_charge:R:1
Ag -0.070 0.157 0.328 -0.31 0.06 -0.06 1.13
N -1.932 -4.237 0.183 0.06 0.00 -0.01 -0.46
C -1.093 -3.158 0.425 -0.04 -0.16 -0.04 -0.10
S -1.691 -1.876 1.346 0.05 -0.02 0.05 -0.46
N 0.107 -3.345 -0.125 0.01 0.12 0.04 -1.19
N 0.912 -2.267 -0.084 -0.18 -0.22 0.03 1.41
C 2.155 -2.472 -0.341 0.08 0.09 -0.09 -0.43
C 2.726 -3.817 -0.638 0.00 0.04 0.00 -0.42
C 2.317 -4.543 -1.755 0.00 -0.03 0.01 -0.09
C 2.875 -5.781 -2.034 -0.01 0.02 0.01 -0.69
C 3.844 -6.319 -1.194 0.01 -0.02 -0.02 -0.32
C 4.250 -5.608 -0.075 0.00 0.03 0.03 -0.71
C 3.695 -4.364 0.198 0.00 -0.03 -0.04 0.13
C 3.055 -1.300 -0.346 -0.07 -0.07 0.02 0.19
C 4.314 -1.359 -0.953 0.02 0.06 0.05 -0.99
C 5.121 -0.235 -0.928 0.00 -0.05 -0.02 -0.48
C 4.661 0.911 -0.302 0.01 0.02 0.01 -1.05
C 3.392 0.884 0.261 0.03 -0.02 0.02 -0.16
N 2.610 -0.187 0.243 0.02 0.05 -0.05 0.63
H -2.684 -4.335 0.843 -0.01 0.02 0.01 0.25
H -1.441 -5.079 -0.075 -0.03 0.00 0.00 0.25
H 1.542 -4.131 -2.387 0.00 0.01 -0.01 0.45
H 2.547 -6.334 -2.906 0.00 0.00 0.00 0.36
H 4.275 -7.289 -1.411 0.00 0.00 0.01 0.36
H 4.998 -6.021 0.592 0.00 -0.01 -0.01 0.36
H 4.010 -3.804 1.071 0.01 0.00 0.00 0.47
H 4.642 -2.268 -1.438 0.00 -0.01 -0.01 0.43
H 6.097 -0.256 -1.399 0.01 0.00 0.00 0.39
H 5.254 1.815 -0.258 0.01 0.00 0.00 0.45
H 2.965 1.750 0.752 0.03 -0.03 -0.03 0.29
C 1.187 5.051 -2.096 0.00 0.01 -0.01 -1.05
N 1.150 4.587 -0.728 -0.05 0.04 -0.01 0.34
C 1.168 5.437 0.333 0.03 -0.02 -0.05 -0.10
C 1.161 4.977 1.592 -0.02 -0.05 0.05 -0.84
C 1.038 3.532 1.806 -0.20 0.10 -0.02 0.29
O 0.962 3.093 2.976 0.02 0.02 -0.01 -0.96
N 0.976 2.715 0.733 0.32 0.08 0.04 0.63
C 1.176 3.183 -0.521 -0.09 -0.10 -0.08 -0.19
O 1.380 2.484 -1.508 0.09 0.08 0.11 -0.63
H 1.078 6.137 -2.101 -0.01 0.00 0.00 0.31
H 0.374 4.598 -2.663 0.00 -0.01 0.01 0.30
H 2.124 4.773 -2.582 0.00 0.00 0.01 0.28
H 1.191 6.493 0.089 0.00 0.01 0.00 0.26
H 1.167 5.638 2.445 0.00 0.01 -0.01 0.37
C 1.239 -1.660 3.770 0.00 -0.04 0.00 -1.00
C 1.541 -0.191 3.561 0.01 0.04 -0.03 0.17
O 0.365 0.457 3.141 -0.06 0.00 0.03 -0.43
H 2.137 -2.200 4.091 0.00 0.01 -0.01 0.38
H 0.867 -2.096 2.842 0.00 0.00 0.00 -0.06
H 0.462 -1.787 4.528 0.01 0.01 -0.01 0.32
H 2.329 -0.089 2.804 0.02 0.02 0.01 -0.15
H 1.922 0.258 4.492 -0.02 -0.01 0.00 0.38
H 0.553 1.420 3.043 0.06 -0.01 0.00 0.32
C -4.993 2.900 -0.101 -0.03 0.00 0.01 -1.11
Si -3.284 2.325 0.510 0.04 -0.12 -0.01 0.38
C -2.472 3.879 1.215 -0.03 -0.01 0.01 -0.96
C -3.604 1.209 1.998 -0.04 0.06 0.03 -0.93
As -1.948 1.453 -1.156 0.22 0.09 0.05 -0.25
Si -3.433 -0.105 -1.981 0.04 -0.07 0.11 0.36
C -4.528 0.635 -3.351 0.00 0.01 -0.02 -1.20
C -2.451 -1.500 -2.796 -0.03 0.01 -0.02 -0.90
C -4.661 -0.951 -0.814 -0.05 -0.01 -0.09 -0.98
H -5.520 3.439 0.696 -0.01 -0.01 -0.02 0.34
H -5.618 2.058 -0.411 0.02 0.01 0.00 0.26
H -4.883 3.568 -0.960 0.00 0.00 0.01 0.25
H -3.156 4.387 1.906 0.02 0.01 -0.01 0.40
H -2.192 4.579 0.424 0.00 -0.01 0.01 0.24
H -1.570 3.613 1.768 0.00 0.01 0.00 0.11
H -4.173 1.751 2.765 0.00 -0.03 0.00 0.39
H -2.653 0.891 2.434 -0.01 0.01 -0.01 0.05
H -4.157 0.308 1.724 0.03 0.02 0.00 0.26
H -3.907 1.098 -4.122 -0.01 -0.01 0.00 0.30
H -5.180 1.412 -2.942 0.01 -0.01 0.00 0.27
H -5.154 -0.136 -3.816 0.00 0.02 0.00 0.29
H -1.616 -1.097 -3.374 -0.02 0.00 0.00 0.28
H -3.085 -2.095 -3.464 0.02 -0.01 0.02 0.35
H -2.039 -2.160 -2.029 0.02 0.01 -0.01 0.07
H -5.399 -0.252 -0.411 0.03 -0.01 0.00 0.29
H -4.130 -1.419 0.017 0.00 -0.01 -0.01 0.13
H -5.199 -1.729 -1.371 0.00 0.01 0.04 0.37
```
Positions in Å, forces in eV/Å.

The highest occupied orbital energy is -0.58 eV. Its charge is -2. The calculation puts the maximum force at 0.006 hartree/bohr. The value obtained for the frontier orbital gap is 4.9 eV. As for the energy above the lowest of the compared OMol25 structures with the same formula, charge and spin: 23.36 kcal per mole. The value obtained for the electronic energy is -4929.09035 Eh.

Record 2
C26H40BCl12FN4O6S3 | wB97M-V/def2-TZVPD

Structure (XYZ):
```
93
Properties=species:S:1:pos:R:3:forces:R:3:mulliken_charge:R:1
C -3.624 3.183 -0.738 0.01 -0.44 -0.44 -1.58
C -3.627 1.876 -0.988 0.17 0.63 0.25 -0.16
C -2.981 1.304 -2.232 -1.33 -0.48 1.55 -1.43
C -1.781 0.338 -2.031 1.36 1.35 -0.98 2.65
C -0.573 1.229 -1.648 0.30 -0.74 0.75 -2.17
C -0.504 1.685 -0.181 0.03 0.90 0.06 0.27
C -0.277 3.196 -0.028 0.58 -0.51 0.22 -1.02
S -0.641 3.704 1.685 -0.71 0.11 0.10 -0.26
C 0.541 2.720 2.566 0.65 0.11 -0.56 0.51
S 2.131 2.858 2.245 -0.04 -0.13 0.05 -0.26
N 0.045 1.835 3.508 -0.10 0.15 0.24 0.25
C -1.284 1.517 3.800 -0.01 -0.40 0.32 -0.13
C -1.232 0.572 4.774 0.15 0.29 -0.32 -0.74
N 0.084 0.289 5.122 -0.13 0.57 -0.58 -0.50
C 0.812 1.063 4.360 -0.36 -1.11 0.95 -0.47
C -2.026 -0.949 -1.228 -1.23 -1.23 0.96 1.92
C -2.777 -0.893 0.159 -1.02 0.28 -0.09 -1.46
N -4.195 -1.289 0.055 0.25 0.16 0.21 -0.56
C -0.882 -1.967 -1.045 0.75 0.49 0.23 -2.09
S 0.614 -1.405 -0.189 0.15 -0.17 -0.18 -0.08
C 0.489 -1.970 1.522 0.26 0.19 0.48 0.25
C 1.909 -1.890 2.103 -0.23 0.59 -0.06 -1.23
O -2.932 -1.683 -2.106 0.37 0.38 -0.43 -0.28
C -2.534 -1.498 -3.385 -0.01 -0.46 0.78 -0.50
O -2.915 -2.224 -4.249 -0.03 0.21 -0.58 -0.59
C -1.572 -0.295 -3.458 -0.75 -1.35 -0.80 0.49
B -2.011 0.589 -4.742 0.16 1.10 0.23 1.17
O -2.934 0.212 -5.674 0.13 -0.07 0.06 -0.44
O -1.434 1.841 -4.860 0.12 -0.34 -0.62 -0.46
C -0.194 -0.759 -3.892 -0.04 -0.48 -0.14 -1.20
O 0.765 -0.046 -3.977 0.10 0.38 0.29 -0.58
N -0.096 -2.158 -4.357 0.32 0.50 -0.14 0.05
C 1.156 -2.722 -4.041 0.09 0.01 -0.23 0.66
O 1.375 -3.453 -3.156 0.06 -0.53 1.09 -0.40
F 2.134 -2.403 -4.890 0.05 0.23 -0.65 -0.24
H -3.205 3.835 -1.495 0.14 0.31 0.23 0.35
H -4.059 3.609 0.152 -0.13 0.09 -0.02 0.37
H -4.162 1.253 -0.286 0.14 -0.22 -0.04 0.17
H -3.815 0.802 -2.737 0.22 -0.09 -0.43 0.66
H -2.666 2.192 -2.766 0.23 -0.25 -0.54 0.43
H -0.539 2.082 -2.323 -0.17 0.07 -0.07 0.88
H 0.351 0.685 -1.819 0.02 -0.04 -0.16 0.77
H 0.345 1.222 0.311 -0.01 -0.30 -0.01 0.23
H -1.373 1.435 0.419 -0.18 -0.12 -0.20 -0.63
H 0.771 3.439 -0.197 0.01 0.09 -0.18 0.59
H -0.883 3.786 -0.709 -0.26 0.19 0.25 0.52
H -2.129 1.967 3.318 0.09 0.14 -0.19 0.44
H -2.075 0.080 5.227 0.04 -0.06 0.13 0.42
H 1.884 1.023 4.424 0.10 0.48 -0.43 0.48
H -2.350 -1.596 0.867 0.50 -0.03 -0.18 0.78
H -2.725 0.082 0.637 0.44 0.10 -0.13 0.19
H -4.439 -1.847 0.861 -0.09 -0.05 -0.03 0.31
H -4.808 -0.485 0.062 -0.07 -0.07 -0.10 0.29
H -0.541 -2.410 -1.978 -0.05 0.20 -0.19 0.32
H -1.257 -2.816 -0.481 -0.29 -0.03 -0.01 0.76
H -0.146 -1.313 2.118 -0.29 -0.07 -0.13 -0.08
H 0.117 -2.989 1.597 -0.13 -0.05 -0.28 0.51
H 2.665 -1.913 1.321 -0.44 0.07 0.16 0.12
H 2.103 -2.701 2.795 -0.02 -0.11 0.06 0.63
H 2.067 -0.961 2.646 -0.11 0.13 0.05 0.19
H -2.582 -0.345 -6.377 -0.30 -0.21 0.03 0.26
H -0.473 1.790 -4.949 0.06 0.21 0.53 0.29
H -0.151 -2.140 -5.375 -0.38 0.01 0.02 0.33
C 5.716 -2.625 1.701 0.04 -0.03 0.01 -0.28
Cl 4.253 -3.524 1.288 0.91 -0.76 -0.27 -0.13
Cl 5.324 -1.146 2.589 0.04 0.12 -0.02 -0.10
H 6.348 -3.251 2.321 -0.07 0.03 0.10 0.24
H 6.233 -2.355 0.788 -0.08 0.04 -0.03 0.32
C 7.091 -1.268 6.246 0.03 0.11 -0.04 0.20
Cl 7.843 -2.115 4.891 0.17 -0.06 0.06 -0.16
Cl 5.394 -1.726 6.441 -0.05 0.08 0.05 -0.12
H 7.627 -1.515 7.156 -0.02 -0.10 -0.03 0.38
H 7.127 -0.196 6.053 0.01 -0.71 -0.13 -0.28
C -2.787 2.756 -7.647 -0.08 0.09 0.14 0.56
Cl -1.587 1.972 -8.690 0.01 -0.05 0.05 -0.20
Cl -4.067 3.548 -8.571 -0.03 0.01 -0.08 -0.18
H -3.235 2.004 -7.014 -0.01 -0.03 -0.01 -0.42
H -2.285 3.500 -7.040 0.05 0.03 -0.07 0.21
C -6.461 0.949 -6.665 0.08 -0.11 -0.09 -0.17
Cl -5.735 2.061 -5.500 0.01 0.08 0.10 -0.13
Cl -8.221 1.093 -6.704 0.01 -0.02 -0.03 -0.17
H -6.071 1.180 -7.649 -0.04 0.10 0.01 0.23
H -6.200 -0.064 -6.382 -0.03 0.02 0.09 0.23
C 5.873 3.298 5.925 -0.07 0.07 -0.03 -0.40
Cl 6.796 1.885 6.469 -0.05 0.66 0.14 -0.18
Cl 4.538 2.836 4.867 0.02 0.05 -0.01 -0.06
H 5.472 3.803 6.796 -0.03 -0.09 0.04 0.31
H 6.540 3.955 5.380 0.03 -0.07 -0.05 0.31
C 3.939 -4.907 7.820 0.02 0.05 0.00 0.11
Cl 4.845 -6.344 8.313 0.04 0.03 0.04 -0.16
Cl 2.585 -5.319 6.761 -0.02 0.06 -0.01 -0.15
H 3.551 -4.420 8.706 -0.05 -0.08 0.02 0.27
H 4.606 -4.241 7.287 0.02 -0.08 -0.06 -0.06
```
Positions in Å, forces in eV/Å.

The highest occupied orbital energy is -8.70 eV. The calculation puts the maximum force at 0.042 hartree/bohr. The value obtained for the frontier orbital gap is 7.7 eV. The SMILES is C=CC[C@@]1(CCCSC(=S)n2ccnc2)[C@](CN)(CSCC)OC(=O)[C@]1(B(O)O)C(=O)NC(=O)F.ClCCl.ClCCl.ClCCl.ClCCl.ClCCl.ClCCl. The value obtained for the electronic energy is -8526.77534 Eh.

Record 3
C26H40BrCuNOP2 | wB97M-V/def2-TZVPD

Structure (XYZ):
```
72
Properties=species:S:1:pos:R:3:forces:R:3:mulliken_spin:R:1
N -7.044 5.459 -4.643 -0.23 0.36 -0.39 0.00
C -6.851 6.062 -3.476 0.34 -0.64 0.22 0.00
C -6.048 5.508 -2.472 0.25 -0.35 -0.21 0.00
C -5.400 4.270 -2.699 -0.71 0.43 -0.86 0.00
C -5.662 3.639 -3.944 0.02 0.43 0.16 0.00
C -6.465 4.290 -4.888 0.41 -0.38 0.80 0.00
C -4.462 3.697 -1.726 0.43 -0.42 -0.33 0.00
Cu 0.205 -0.068 1.560 2.85 1.02 -0.05 0.01
P 5.669 -0.880 1.023 -2.81 0.47 -0.33 0.68
C -3.613 2.683 -2.047 -0.97 1.05 -0.34 0.00
C -2.642 2.139 -1.141 0.33 0.02 0.47 0.00
C -1.447 1.586 -1.665 -0.37 0.33 0.70 0.00
C -0.443 1.198 -0.775 0.37 -0.04 -0.36 0.00
C -0.751 1.244 0.570 -0.58 0.47 -1.84 0.01
C -1.845 1.855 1.128 -0.18 0.25 0.74 0.00
C -2.853 2.274 0.247 0.93 -0.37 -0.42 0.00
Br 2.129 1.184 2.352 -1.61 -0.43 -0.82 0.00
H -4.414 4.198 -0.741 -0.08 -0.40 -0.58 0.00
H -3.567 2.321 -3.075 -0.13 0.10 0.27 0.00
H -5.923 6.068 -1.548 0.11 -0.22 -0.06 0.00
H -5.240 2.663 -4.200 -0.16 0.37 0.14 0.00
H -7.352 7.018 -3.333 0.11 -0.19 0.02 0.00
H -6.639 3.835 -5.864 -0.04 0.15 0.24 0.00
H -1.311 1.547 -2.752 0.11 -0.09 0.54 0.00
H -3.780 2.734 0.598 0.48 -0.35 0.15 0.00
H 0.531 0.855 -1.127 -0.33 0.04 0.03 0.00
H -1.956 2.001 2.202 -0.02 -0.05 -0.20 0.00
P -0.556 -2.036 0.991 -0.84 -1.38 -1.94 0.00
C 5.234 0.885 1.222 0.81 0.11 0.58 0.05
C 6.394 1.779 0.772 0.11 0.21 -0.07 0.02
H 5.003 1.054 2.284 0.16 -0.13 -0.21 0.00
H 4.308 1.086 0.663 0.25 -0.34 0.02 0.04
H 6.250 2.794 1.156 0.05 -0.19 -0.15 0.00
H 7.347 1.397 1.159 -0.17 0.26 -0.11 0.00
H 6.450 1.829 -0.321 0.09 0.00 0.21 0.00
C 5.013 -1.324 -0.626 0.94 0.05 -0.38 0.05
C 5.839 -2.443 -1.274 -0.01 -0.22 -0.22 0.01
H 5.075 -0.409 -1.233 -0.03 -0.21 0.17 -0.01
H 3.954 -1.598 -0.517 0.22 0.10 0.21 0.05
H 5.593 -2.520 -2.339 0.06 -0.06 0.25 0.00
H 6.915 -2.237 -1.192 -0.28 -0.07 -0.10 0.00
H 5.640 -3.414 -0.806 0.08 0.18 -0.09 0.00
C 4.725 -1.866 2.248 0.90 -0.50 -0.03 0.07
C 5.584 -2.073 3.504 -0.07 -0.07 0.26 0.01
H 4.505 -2.836 1.775 0.03 0.31 0.07 -0.01
H 3.783 -1.333 2.454 0.26 0.05 -0.17 0.04
H 5.117 -2.807 4.167 0.08 0.20 -0.06 0.00
H 6.581 -2.449 3.239 -0.25 0.05 0.12 0.00
H 5.704 -1.133 4.052 0.02 -0.18 -0.02 0.00
C -0.449 -3.313 2.290 0.46 0.15 0.65 0.00
C -1.473 -4.450 2.339 -0.22 -0.15 0.00 0.00
H -0.457 -2.770 3.246 0.08 -0.32 -0.05 0.00
H 0.561 -3.738 2.176 -0.19 0.20 0.14 0.00
H -2.438 -4.121 2.745 0.23 -0.01 -0.19 0.00
H -1.645 -4.920 1.364 0.07 0.12 0.16 0.00
H -1.095 -5.229 3.014 -0.10 0.21 -0.18 0.00
C 0.601 -2.565 -0.320 0.31 -0.51 -0.09 0.00
C 0.076 -2.490 -1.750 0.05 -0.07 -0.26 0.00
H 0.920 -3.584 -0.059 0.03 0.13 -0.29 0.00
H 1.480 -1.912 -0.208 -0.15 -0.25 -0.06 0.00
H -0.653 -3.283 -1.955 0.12 0.23 0.05 0.00
H -0.391 -1.522 -1.967 0.07 -0.17 0.03 0.00
H 0.908 -2.616 -2.451 -0.19 -0.02 0.08 0.00
C -2.241 -2.127 0.305 -0.08 -0.07 -0.47 0.00
C -3.365 -1.660 1.237 -0.33 0.06 0.14 0.00
H -2.423 -3.161 -0.021 0.09 0.25 0.02 0.00
H -2.248 -1.510 -0.605 0.15 -0.14 0.21 0.00
H -4.086 -1.066 0.662 0.14 -0.18 0.24 0.00
H -3.909 -2.512 1.667 0.22 0.31 -0.04 0.00
H -3.011 -1.028 2.060 -0.12 -0.11 -0.11 0.00
O -1.193 0.005 4.170 1.07 -0.75 -3.15 0.00
C -0.755 -0.154 3.117 -2.62 1.33 7.19 0.00
```
Positions in Å, forces in eV/Å.

The multiplicity is 2. The highest occupied orbital energy (spin up / spin down) is -12.80 / -12.81 eV. Its charge is +2. The calculation puts the maximum force at 0.151 hartree/bohr. Its expectation value of S² is 0.752. The value obtained for the frontier orbital gap (spin up / spin down) is 3.9 / 3.9 eV. As for the energy above the lowest of the compared OMol25 structures with the same formula, charge and spin: 11.69 kcal per mole. The value obtained for the electronic energy is -6041.19843 Eh.

> The lowest maximum force belongs to which entry?

C26H40AgAsN6O3SSi2

> What is the maximum force in the second record?

0.042 hartree/bohr